[1]
A cluster of 2 separate species, C10H20ClFIN2O9P2 in total at a distorted geometry, computed with ωB97M-V/def2-TZVPD.

Geometry as XYZ:
```
46
Properties=species:S:1:pos:R:3:forces:R:3:mulliken_charge:R:1
N -1.71592 2.56974 1.71050 -0.065 0.811 0.892 -1.087
P -2.16689 2.56416 -0.05355 2.794 -0.929 2.758 1.475
C -0.76354 1.26196 -0.18490 0.306 -1.763 -0.303 -0.978
C -1.15420 -0.05959 -1.01550 1.804 -0.542 0.141 -0.266
C 0.23491 -0.89946 -1.22098 -1.257 -0.034 -0.245 -0.470
Cl 0.68116 -1.61296 0.45193 -0.508 0.475 -1.357 -0.299
N -1.01150 3.99636 -0.16171 1.917 2.120 -7.418 -0.686
C -0.64060 4.17847 -1.40451 3.451 -1.349 1.808 0.666
O 0.06346 4.16539 -2.45065 -4.133 0.500 4.701 -0.573
O -3.34575 1.26538 0.06789 -1.989 1.766 -0.621 -0.547
C -4.59462 1.90625 -0.26642 0.954 1.099 -0.976 -0.182
P -6.15079 0.87375 -0.50942 -2.503 -0.109 -2.067 0.919
O -7.26775 1.72221 -1.13155 2.489 -1.987 2.076 -0.643
O -5.73551 -0.32507 -1.69072 -0.619 1.214 2.160 -0.541
O -6.66308 0.01051 0.86399 1.771 0.675 -2.098 -0.519
C -4.62997 3.21299 0.69333 2.314 -1.705 0.402 0.188
F -4.71792 2.59174 2.02697 0.332 1.258 -1.475 -0.286
I -6.38013 4.50441 0.70604 0.924 -0.207 -0.258 0.061
O -3.33067 3.81138 0.46209 -5.212 -1.333 -0.200 -0.566
H -0.76811 3.00655 1.71151 -0.926 -0.723 0.138 0.277
H -2.28963 3.27006 2.22464 0.583 -0.789 -0.563 0.285
H -2.32604 2.79234 -1.46587 -1.098 -0.779 0.312 0.045
H 0.21929 1.66668 -0.61035 -1.410 -0.314 0.360 0.242
H -0.52963 0.90666 0.89209 -0.458 0.681 -1.903 0.453
H -1.84138 -0.78753 -0.43317 0.876 1.540 -1.116 0.188
H -1.55599 0.18332 -2.06152 0.385 -0.370 1.496 0.281
H 0.07850 -1.82315 -1.89712 0.447 1.595 1.069 0.338
H 1.10805 -0.24074 -1.54712 -1.251 -1.063 0.459 0.331
H -4.46899 2.40541 -1.31181 -0.569 -0.990 1.268 0.232
H -6.57600 -0.71574 -2.02834 0.714 0.637 0.427 0.302
H -5.98455 -0.67386 1.08426 -0.577 0.751 -0.143 0.343
C 7.84681 -3.02022 -0.16714 -0.047 0.256 0.206 -1.082
C 6.70006 -3.88528 -0.65577 0.406 0.160 -0.288 -0.176
O 5.76725 -4.14258 0.39912 -0.363 0.069 0.006 -0.360
C 4.91660 -3.13650 0.67921 -0.096 0.171 0.197 0.749
O 4.87324 -2.06735 0.11796 0.083 -0.575 0.194 -0.558
O 4.14188 -3.51928 1.70582 0.493 -0.103 -0.491 -0.352
C 3.24811 -2.50401 2.16706 -0.369 0.454 0.169 -0.242
H 8.31115 -3.46228 0.71817 0.014 -0.098 -0.140 0.286
H 8.60375 -2.90605 -0.94596 -0.042 -0.048 0.025 0.349
H 7.49699 -2.02556 0.12020 -0.029 -0.096 -0.146 0.309
H 7.08840 -4.85567 -0.97441 -0.239 -0.038 0.233 0.282
H 6.19706 -3.43976 -1.51906 -0.059 0.067 0.240 0.305
H 2.64888 -2.09706 1.34716 0.573 -0.132 0.332 -0.059
H 3.81117 -1.70911 2.66344 -0.034 -0.031 -0.145 0.301
H 2.57248 -2.95692 2.89417 0.225 -0.193 -0.112 0.261
```
Positions in Å, forces in eV/Å.

## Properties
Gap between HOMO and LUMO (eV): 7.8884
Total charge: -1
E_LUMO (eV): 2.395

[2]
A structure of composition C10H20CrN4O7 at a distorted geometry, computed with ωB97M-V/def2-TZVPD.

Geometry as XYZ:
```
42
Properties=species:S:1:pos:R:3:forces:R:3:mulliken_charge:R:1
O 0.85670 1.07921 -4.43855 -0.800 -0.572 4.678 -0.591
H 0.07795 1.54612 -4.02607 0.686 -0.065 -1.492 0.343
Cr -0.00260 0.27249 -0.56060 2.994 1.516 2.418 0.090
N -1.27158 0.20580 1.11460 -2.217 -0.968 1.312 0.812
N -1.07985 2.08950 -0.66303 -0.044 1.113 -0.941 0.693
N 1.12787 -0.99639 0.69716 1.562 1.078 -1.904 0.845
N 2.13123 0.48766 -1.23554 1.459 1.894 -1.049 0.441
O -1.41820 -0.69214 2.05722 -0.205 0.679 -1.315 -0.664
O 0.66715 -1.78359 1.64302 -1.518 -1.650 1.517 -0.645
O 2.68402 1.33269 -2.06125 -2.378 -1.673 1.296 -0.573
O -0.90075 3.07101 -1.44643 -0.157 -1.660 0.960 -0.463
C -2.11564 2.19945 0.22976 -0.309 0.519 0.232 0.569
C -2.20818 1.19051 1.18711 0.307 -0.753 -0.662 -0.125
C 2.46508 -1.08631 0.44651 -1.701 -0.574 -0.260 -0.167
C 2.99394 -0.32248 -0.60451 0.234 -0.526 0.445 0.630
C -3.24761 0.98854 2.19762 -1.450 0.773 1.054 -1.407
H -2.84494 1.01722 3.22759 0.049 -0.207 -0.520 0.319
H -3.79959 0.03464 2.08557 0.592 0.335 -0.063 0.304
H -4.00224 1.78518 2.15894 0.295 -0.287 -0.067 0.414
C -3.05223 3.35556 0.20715 -0.473 0.647 -0.010 -1.352
H -3.57287 3.42971 -0.76117 0.339 -0.043 0.192 0.328
H -2.53934 4.31963 0.36874 0.035 -0.449 -0.203 0.326
H -3.83196 3.28812 0.98352 0.521 -0.126 -0.402 0.391
C 3.23520 -2.11891 1.16004 0.934 -0.999 0.726 -1.494
C 4.43546 -0.48413 -1.00546 0.199 0.594 -0.531 -1.358
H 2.62484 -2.79132 1.79589 0.300 0.677 -0.527 0.351
H 4.03045 -1.68721 1.79653 -0.430 0.110 -0.183 0.340
H 3.81033 -2.74552 0.45194 -0.391 0.348 0.080 0.377
H 4.64293 0.29009 -1.75553 0.107 -0.268 0.297 0.391
H 4.57836 -1.45824 -1.51056 -0.056 0.328 0.383 0.345
H 5.17348 -0.37633 -0.18410 -0.646 -0.140 -0.355 0.358
H -0.32045 -1.40632 1.92488 1.176 -0.620 -0.287 0.376
H 1.17950 0.76798 -3.48123 0.161 0.822 -3.348 0.287
C -1.13456 -1.16185 -1.01283 -1.597 -0.027 1.090 -0.826
H -2.19575 -0.63775 -0.87201 1.915 -2.370 -0.359 0.297
H -0.63469 -2.06026 -0.48907 -1.865 1.109 -1.024 0.180
H -0.75626 -0.94949 -2.01736 0.150 -0.308 -0.791 0.605
O -2.69748 -3.94485 -0.67429 1.056 0.158 0.531 -0.627
H -1.85195 -4.44661 -0.62882 -0.943 0.362 -0.040 0.332
H -2.63489 -3.30856 0.06430 -0.153 -0.611 -0.425 0.318
O 0.86816 1.00975 2.36864 -1.533 -1.146 -4.633 -0.468
C 0.53097 0.69740 1.26170 3.796 2.980 4.178 0.700
```
Positions in Å, forces in eV/Å.

## Properties
Gap between HOMO and LUMO (spin up / spin down) (eV): 5.9268 / 5.0730
Total charge: +1
E_LUMO (spin up / spin down) (eV): -6.253 / -6.701
Spin multiplicity: 4

[3]
A structure of composition C10H20GdNO3S at a distorted geometry, computed with ωB97M-V/def2-TZVPD.

Geometry as XYZ:
```
36
Properties=species:S:1:pos:R:3:forces:R:3:mulliken_charge:R:1
C 2.11918 0.62709 1.17361 -0.496 -0.082 -0.232 -1.563
C 1.71786 0.61725 -0.30917 2.436 0.335 0.498 1.093
C 3.00904 0.87234 -1.09290 -0.222 -0.378 0.232 -1.570
C 1.17738 -0.75474 -0.73785 -1.699 0.272 -0.167 -2.053
C -0.21731 -1.00276 -0.12974 0.130 -0.169 0.002 0.657
C -0.69265 -2.44543 -0.42160 -0.487 0.759 0.567 -1.065
S -1.84903 -3.03752 0.83240 1.364 0.358 -1.409 0.982
O -2.78926 -3.98844 0.36857 -0.522 -0.438 0.147 -0.591
O -1.06675 -3.52419 2.05960 0.639 1.395 -2.017 -0.832
C -1.17532 0.06272 -0.70860 1.521 -1.132 0.272 -1.537
C -0.73907 1.46364 -0.27946 -1.926 1.992 0.422 1.542
C -0.99517 1.72403 1.21870 0.599 -0.019 -0.027 -1.629
C -1.61115 2.47672 -1.04832 0.197 -0.523 0.088 -1.774
N 0.70355 1.67901 -0.70203 -0.743 -2.280 -3.298 0.943
O 0.86978 2.20374 -1.77333 0.060 0.106 2.423 -0.298
H 2.84593 1.40817 1.34748 -0.089 0.345 0.266 0.428
H 2.63106 -0.30870 1.35619 0.179 -0.221 0.009 0.418
H 1.29193 0.66943 1.86890 -0.081 0.230 0.180 0.353
H 3.39599 1.86606 -0.91024 -0.001 0.288 -0.215 0.458
H 3.73834 0.18324 -0.68466 0.214 -0.153 0.061 0.458
H 2.91578 0.63883 -2.14430 -0.030 0.287 -0.304 0.425
H 1.05429 -0.77718 -1.81829 0.172 0.004 -0.272 0.432
H 1.88554 -1.52882 -0.47912 0.378 0.053 0.254 0.608
H -0.13489 -0.87437 0.94870 0.050 -0.001 0.263 0.326
H -1.30535 -2.45252 -1.31904 -0.066 -0.392 -0.297 0.497
H 0.11016 -3.17283 -0.46652 0.073 -0.325 0.001 0.537
H -2.50039 -1.92284 1.26178 0.213 0.148 0.060 0.327
H -2.19379 -0.12405 -0.38858 -0.325 0.427 0.068 0.393
H -1.12642 -0.04014 -1.78960 -0.228 0.141 -0.250 0.542
H -1.87873 2.33214 1.32894 -0.260 0.119 -0.042 0.476
H -1.15928 0.81431 1.78531 0.168 -0.185 0.149 0.312
H -0.19287 2.28854 1.67620 0.173 0.055 0.179 0.401
H -2.60641 2.39059 -0.63675 -0.274 0.043 0.097 0.537
H -1.26740 3.48905 -0.88120 0.055 0.252 -0.136 0.480
H -1.69407 2.23756 -2.09966 0.235 0.208 -0.312 0.420
Gd -2.27052 -4.08989 3.59460 -1.410 -1.517 2.740 1.867
```
Positions in Å, forces in eV/Å.

## Properties
Gap between HOMO and LUMO (spin up / spin down) (eV): 8.5272 / 8.8918
Total charge: +3
E_LUMO (spin up / spin down) (eV): -11.527 / -11.831
Spin multiplicity: 9

[4]
A cluster of 2 separate species, C10H20IO2 in total at a distorted geometry, computed with ωB97M-V/def2-TZVPD.

Geometry as XYZ:
```
33
Properties=species:S:1:pos:R:3:forces:R:3:mulliken_charge:R:1
O -2.84724 0.92229 -1.81819 -1.582 -5.244 -6.919 -0.513
C -3.02675 0.11189 -2.89842 2.189 5.471 4.421 0.195
O -2.66741 0.69479 -4.20202 -0.491 -2.807 3.013 -0.291
C -1.76478 -0.17251 -4.97426 1.590 -1.108 -1.548 -0.401
C -0.45666 -0.72428 -4.15600 0.752 -0.612 -0.394 -0.011
C -0.42210 -2.38366 -4.02310 -1.491 1.418 -0.789 -0.637
I 0.70078 -2.78474 -2.17736 -0.226 -0.084 0.061 -0.294
H -3.39108 -0.98288 -2.69977 0.793 1.957 -1.121 0.305
H -1.36972 0.47487 -5.89586 -1.153 -1.086 2.173 0.219
H -2.30609 -1.10689 -5.47590 0.807 1.897 1.293 0.269
H -0.26718 -0.22152 -3.11675 -0.753 -0.416 -1.934 -0.071
H 0.49318 -0.45562 -4.82612 -1.937 -0.376 1.431 0.217
H -1.49926 -2.82126 -3.88367 1.525 1.012 0.372 0.041
C 0.55305 0.02677 4.88291 -0.178 0.018 0.096 -1.172
C 0.55957 -0.68924 3.54082 0.161 -0.077 -0.042 -0.343
C 1.77523 -0.34257 2.67655 -0.038 -0.095 -0.178 -0.699
C 1.88924 1.12978 2.26577 -0.051 0.091 0.133 -0.723
C 0.68869 1.69065 1.49805 0.197 0.041 -0.021 -0.459
C 0.44814 0.99600 0.16793 -0.242 0.024 -0.066 -0.986
H 0.50096 1.11250 4.76187 0.034 -0.078 0.037 0.279
H -0.31696 -0.28328 5.46976 0.092 0.074 0.034 0.371
H 1.45252 -0.21523 5.45793 -0.041 0.070 -0.027 0.283
H -0.36805 -0.47058 3.00319 0.078 -0.014 -0.032 0.261
H 0.56088 -1.77065 3.72374 -0.026 0.100 -0.087 0.344
H 1.75788 -0.97168 1.77951 -0.002 0.085 0.058 0.316
H 2.68713 -0.62014 3.22031 -0.061 0.002 0.001 0.373
H 2.78968 1.24758 1.65031 -0.081 -0.019 0.017 0.352
H 2.05347 1.74536 3.15771 0.030 -0.038 0.003 0.317
H 0.86586 2.75608 1.30832 -0.020 -0.047 0.102 0.347
H -0.21653 1.63560 2.11104 0.036 0.001 0.040 0.248
H 1.32657 1.07918 -0.47951 -0.066 -0.103 0.041 0.292
H -0.39860 1.45795 -0.34993 0.099 -0.161 -0.026 0.337
H 0.21557 -0.06458 0.30119 0.055 0.103 -0.140 0.233
```
Positions in Å, forces in eV/Å.

## Properties
Gap between HOMO and LUMO (eV): 5.4114
Total charge: -1
E_LUMO (eV): 3.016